Entry 1:
68
Properties=species:S:1:pos:R:3:forces:R:3 method="wB97M-V/def2-TZVPD" smiles="CCCCOCO[C@H]([C@H](N=C(C)C)N(CCCC(=O)OCC)OC#N)C(F)(F)C(F)(F)C(F)(F)C(F)(F)F" mol_weight_g_mol=575.5 charge=0 gap_ev=9.742 homo_energy_ev=-9.3
C -3.188 -1.413 4.205 0.21 -0.06 -0.33
C -2.752 -2.874 4.437 0.17 0.72 -0.05
C -1.241 -3.117 4.198 -0.76 -0.11 -0.74
C -0.920 -3.849 2.870 0.32 -0.33 0.69
O -0.251 -3.040 1.920 -0.01 0.23 -0.18
C -1.062 -2.054 1.339 -0.32 -0.59 0.58
O -1.047 -2.182 -0.058 0.03 0.47 -0.10
C -0.255 -1.234 -0.751 -0.58 -0.17 0.29
C -1.187 -0.050 -1.103 -1.03 1.57 -0.58
N -0.900 0.549 -2.401 0.46 -1.58 -0.33
C -1.823 0.689 -3.269 0.05 0.72 0.03
C -1.493 0.454 -4.722 -0.30 0.85 0.09
C -3.234 1.137 -2.955 -0.20 -1.26 0.24
N -1.130 0.872 0.023 1.00 -1.25 0.63
C -0.040 1.833 -0.019 -0.22 1.03 0.76
C 0.639 2.057 1.359 0.45 -0.18 -0.87
C 1.153 3.502 1.513 -0.14 0.04 0.03
C 2.597 3.653 1.093 0.38 0.11 0.16
O 3.503 3.169 1.706 -0.03 -0.12 0.03
O 2.845 4.417 -0.022 -0.33 -0.11 -0.14
C 2.803 3.632 -1.234 0.28 -0.12 -0.08
C 4.140 3.670 -1.946 -0.20 0.03 0.27
O -2.400 1.530 0.186 -0.53 0.19 -0.47
C -2.667 1.695 1.444 0.77 0.38 0.03
N -2.770 1.976 2.557 -0.40 -0.26 0.00
C 0.350 -2.010 -1.947 -0.03 0.00 0.15
F 0.622 -3.267 -1.524 0.23 0.13 0.03
F -0.540 -2.148 -2.959 0.00 0.15 0.05
C 1.687 -1.500 -2.567 0.12 -0.24 -0.21
F 1.525 -0.438 -3.368 -0.10 0.08 0.21
F 2.153 -2.503 -3.350 -0.07 0.03 0.10
C 2.842 -1.150 -1.585 0.51 -0.16 -0.30
F 3.926 -0.927 -2.358 -0.11 -0.02 0.01
F 2.593 -0.002 -0.916 -0.31 -0.11 0.03
C 3.269 -2.226 -0.548 0.38 0.21 0.30
F 4.408 -1.797 0.010 -0.11 -0.05 0.00
F 2.366 -2.363 0.419 -0.09 -0.01 -0.11
F 3.502 -3.400 -1.116 -0.13 0.03 -0.06
H -3.526 -1.245 3.180 0.01 -0.02 -0.02
H -2.344 -0.739 4.353 -0.11 0.12 0.18
H -4.006 -1.101 4.853 0.01 -0.05 0.07
H -2.993 -3.125 5.469 -0.10 -0.25 -0.06
H -3.326 -3.500 3.754 -0.12 -0.29 0.30
H -0.732 -2.155 4.126 0.21 -0.05 0.39
H -0.850 -3.700 5.028 0.23 0.11 0.02
H -0.236 -4.665 3.101 0.11 0.02 -0.25
H -1.815 -4.309 2.437 -0.08 0.16 -0.10
H -2.095 -2.212 1.661 -0.06 0.03 -0.12
H -0.760 -1.060 1.678 0.21 0.03 -0.26
H 0.512 -0.887 -0.058 0.35 0.03 -0.36
H -2.203 -0.449 -1.121 0.06 -0.21 0.25
H -1.538 -0.620 -4.906 0.25 -0.08 0.11
H -2.249 0.904 -5.366 0.15 0.12 -0.09
H -0.509 0.855 -4.955 0.10 -0.25 -0.09
H -3.686 0.431 -2.248 -0.08 0.18 0.09
H -3.865 1.121 -3.839 0.00 0.21 -0.03
H -3.235 2.113 -2.477 0.07 0.08 -0.08
H 0.720 1.526 -0.730 -0.28 -0.22 -0.28
H -0.440 2.794 -0.361 0.01 -0.08 -0.24
H 1.519 1.409 1.366 -0.10 -0.17 0.41
H -0.009 1.751 2.174 -0.13 0.18 0.02
H 1.112 3.772 2.568 0.03 0.09 0.00
H 0.549 4.209 0.945 -0.13 -0.01 0.10
H 2.002 3.997 -1.880 -0.07 0.07 0.12
H 2.599 2.592 -0.972 -0.13 -0.02 -0.06
H 4.405 4.685 -2.236 -0.01 0.01 -0.05
H 4.071 3.036 -2.831 0.13 0.04 -0.07
H 4.906 3.284 -1.275 0.08 -0.02 -0.09


Entry 2:
27
Properties=species:S:1:pos:R:3:forces:R:3 method="wB97M-V/def2-TZVPD" mol_weight_g_mol=297.4 charge=-1 e_above_lowest_kcal_mol=0.00 gap_ev=7.450 homo_energy_ev=-4.9
C 1.363 -0.788 -1.891 0.12 -1.56 1.97
C 0.229 -1.670 -1.775 1.96 -0.40 1.47
C 0.338 -2.373 -0.513 2.16 1.31 -1.08
H -0.558 -1.766 -2.485 -0.42 -0.03 -0.34
C 1.525 -1.885 0.174 -0.98 0.36 -2.43
C 2.159 -0.913 -0.689 -2.02 -1.24 -0.93
H 3.010 -0.328 -0.451 0.55 0.41 0.15
H 1.537 -0.091 -2.670 0.04 0.46 -0.46
H -0.338 -3.093 -0.140 -0.54 -0.55 0.29
H 1.849 -2.159 1.144 0.22 -0.28 0.70
Sc -0.042 -0.082 -0.034 -0.33 1.96 -0.91
Cl -0.420 1.757 -1.782 -1.89 -0.78 -2.25
C -1.763 1.048 1.195 -0.59 -2.46 0.05
C -1.187 0.101 2.125 -1.54 -0.83 -2.40
C -1.470 -1.239 1.628 -0.78 2.70 -1.03
H -0.595 0.337 2.969 0.44 0.21 0.72
C -2.227 -1.106 0.397 0.67 2.17 1.76
C -2.416 0.304 0.133 0.95 -1.01 2.39
H -2.872 0.723 -0.726 -0.25 0.31 -0.53
H -1.644 2.099 1.230 0.07 0.74 -0.02
H -1.131 -2.135 2.065 0.28 -0.88 0.40
H -2.549 -1.894 -0.227 -0.29 -0.69 -0.50
F 0.896 1.701 0.161 1.39 -0.12 2.01
B 1.471 3.157 0.022 -0.35 -1.37 0.51
F 2.229 3.097 1.162 0.89 0.95 0.65
F 2.195 3.188 -1.126 0.23 0.27 -0.18
F 0.413 4.009 0.104 0.01 0.33 0.00